[1]
C47H50Cl6CoN6O2SSb | ωB97M-V/def2-TZVPD

Summary:
spin multiplicity: 4
total energy: -7082.20467 Ha
lowest unoccupied orbital energy (alpha / beta): -2.3 / -2.3 eV
relative energy (zero: lowest compared OMol25 entry of this formula, charge and spin): 0.0 kJ/mol
charge: +1

Geometry as XYZ:
```
114
C47H50Cl6CoN6O2SSb ωB97M-V/def2-TZVPD
Co -0.2158 0.0320 -0.7621
Cl 1.8021 3.9586 5.1673
C 1.0721 3.2884 3.7942
C 1.3299 1.9552 3.4615
Cl 2.3826 1.0423 4.4519
C 0.9015 1.4874 2.2165
Cl 1.4262 -0.1231 1.7811
C 0.0356 2.1732 1.3667
O -0.4090 1.7346 0.2089
C -0.1553 3.5233 1.7424
Cl -0.9216 4.5966 0.5966
C 0.3734 4.0789 2.8898
Cl 0.1869 5.7312 3.2112
C 0.8175 -5.2642 5.0310
C 0.2685 -4.4281 3.8150
C 0.9916 -4.8933 2.5147
C 0.5501 -2.9654 4.1213
C -1.2447 -4.7479 3.6083
O -1.3265 -6.1867 3.6279
C -2.1255 -4.2104 4.7613
C -2.9726 -2.9445 4.7202
C -2.3725 -1.6654 5.2090
C -1.8654 -1.5429 6.4845
C -1.2309 -0.3477 6.8746
C -1.1704 0.7363 6.0230
Cl -0.4772 2.1753 6.6167
C -1.7270 0.6274 4.7308
C -2.2754 -0.5492 4.3602
C -1.8506 -4.4388 2.1896
N -1.8234 -3.1158 1.5994
C -0.7934 -2.4509 1.0475
N -1.2768 -1.3298 0.4540
C -2.6026 -1.3921 0.7098
N -2.9725 -2.4580 1.3703
H 1.8234 -4.8400 5.2716
H 0.9805 -6.2988 4.8600
H 0.2193 -5.1072 5.9125
H 2.0850 -4.6558 2.5199
H 0.6581 -4.3857 1.6124
H 0.8597 -5.9796 2.4073
H 1.6058 -2.8167 4.1603
H 0.1630 -2.6681 5.1106
H 0.1810 -2.2755 3.3984
H -1.4569 -6.5237 4.5283
H -1.5149 -4.2572 5.6414
H -2.9022 -5.0268 4.8533
H -3.8252 -3.1650 5.3800
H -3.4797 -2.8204 3.7338
H -1.9584 -2.3540 7.2044
H -0.8585 -0.1800 7.8967
H -1.6803 1.4378 4.0543
H -2.6409 -0.7593 3.3595
H -2.9511 -4.6874 2.2833
H -1.5026 -5.2180 1.4895
H 0.2295 -2.8324 0.9631
H -3.3351 -0.6423 0.4567
S 1.6947 -0.6662 -1.7017
Sb 2.4306 1.2544 -2.7952
C 1.5350 1.3903 -4.6471
C 0.3650 2.1501 -4.9260
C -0.1504 2.2049 -6.2426
C 0.4299 1.4256 -7.2204
C 1.6052 0.7236 -6.9858
C 2.1523 0.7013 -5.6987
C 4.4447 0.7587 -3.0465
C 5.2961 1.5113 -3.8988
C 6.6722 1.2415 -3.9825
C 7.1527 0.1774 -3.2354
C 6.3012 -0.5895 -2.4383
C 4.9797 -0.2638 -2.2667
C 2.2127 2.9843 -1.8113
C 1.8387 4.1640 -2.4296
C 1.8114 5.3613 -1.6889
C 2.2132 5.3522 -0.3536
C 2.6254 4.1713 0.2310
C 2.5975 2.9900 -0.4702
H -0.1602 2.7122 -4.1737
H -1.0810 2.6800 -6.4913
H -0.1225 1.3977 -8.1739
H 2.1083 0.1904 -7.7934
H 3.0875 0.1871 -5.4996
H 4.8945 2.2358 -4.5511
H 7.3204 1.7868 -4.7067
H 8.1939 -0.0384 -3.4848
H 6.7191 -1.3928 -1.8464
H 4.3229 -0.8922 -1.6200
H 1.6032 4.1741 -3.4831
H 1.4512 6.2544 -2.1819
H 2.1554 6.2370 0.1957
H 2.9718 4.1634 1.2497
H 2.7905 2.0560 0.0804
C -4.5113 2.7029 -2.9938
C -3.4693 3.1990 -1.9682
N -2.3803 2.2420 -1.9871
C -2.2154 1.1660 -2.7590
N -1.3638 0.2155 -2.3851
C -1.1429 -0.9504 -3.3245
C -2.3353 -1.1912 -4.1902
C -2.7138 0.1088 -4.9311
N -2.8656 1.1644 -3.9819
C -3.7248 2.2780 -4.2649
H -5.2786 3.4128 -3.1885
H -4.9498 1.7366 -2.6569
H -3.8608 3.1750 -0.9651
H -3.1571 4.2488 -2.1504
H -1.6878 2.3069 -1.2220
H -0.8838 -1.8246 -2.7833
H -0.2662 -0.7169 -3.9540
H -3.1904 -1.5120 -3.5527
H -2.1872 -1.9452 -5.0128
H -3.7241 -0.0748 -5.3377
H -1.9228 0.3414 -5.7170
H -4.5049 1.9776 -4.9697
H -3.1554 3.1151 -4.7077
```

These are the Löwdin partial charges, in e, on atoms 1 to 99:
1. Co 0.357
2. Cl 0.689
3. C -0.771
4. C -0.726
5. Cl 0.716
6. C -0.569
7. Cl 0.727
8. C -0.461
9. O -0.241
10. C -0.580
11. Cl 0.729
12. C -0.745
13. Cl 0.732
14. C -0.022
15. C -0.477
16. C -0.033
17. C -0.037
18. C -0.419
19. O -0.032
20. C -0.106
21. C -0.138
22. C -0.242
23. C -0.038
24. C -0.097
25. C -0.673
26. Cl 0.725
27. C -0.081
28. C -0.041
29. C -0.036
30. N -0.078
31. C -0.113
32. N 0.020
33. C -0.191
34. N 0.116
35. H 0.105
36. H 0.071
37. H 0.072
38. H 0.105
39. H 0.035
40. H 0.097
41. H 0.079
42. H 0.092
43. H 0.034
44. H 0.111
45. H 0.093
46. H 0.143
47. H 0.128
48. H 0.105
49. H 0.124
50. H 0.112
51. H 0.094
52. H 0.094
53. H 0.156
54. H 0.142
55. H 0.122
56. H 0.126
57. S 0.232
58. Sb 1.404
59. C -0.357
60. C -0.103
61. C -0.088
62. C -0.085
63. C -0.057
64. C -0.113
65. C -0.352
66. C -0.103
67. C -0.071
68. C -0.070
69. C -0.076
70. C -0.151
71. C -0.388
72. C -0.103
73. C -0.054
74. C -0.071
75. C -0.072
76. C -0.118
77. H 0.089
78. H 0.102
79. H 0.123
80. H 0.116
81. H 0.098
82. H 0.085
83. H 0.126
84. H 0.114
85. H 0.111
86. H 0.062
87. H 0.090
88. H 0.111
89. H 0.096
90. H 0.120
91. H 0.106
92. C -0.119
93. C -0.168
94. N 0.086
95. C -0.358
96. N -0.023
97. C -0.245
98. C -0.160
99. C -0.155

[2]
C47H50IrN6O3 | ωB97M-V/def2-TZVPD

Summary:
spin multiplicity: 1
total energy: -2479.49242 Ha
lowest unoccupied orbital energy: -3.5 eV
relative energy (zero: lowest compared OMol25 entry of this formula, charge and spin): 190.9 kJ/mol
charge: +1

Geometry as XYZ:
```
107
C47H50IrN6O3 ωB97M-V/def2-TZVPD
Ir -0.4147 -0.0011 0.1718
C -1.0241 -3.1369 -2.5959
C -0.9617 -2.2201 -1.4215
N -0.3004 -1.1137 -1.4282
N 0.3417 -0.6149 -2.5177
C 0.8023 0.6057 -2.2361
O 0.6177 1.2193 -1.1224
C 1.5865 1.2998 -3.2775
C 1.6300 0.8162 -4.5835
C 2.4025 1.4640 -5.5327
C 3.1381 2.5888 -5.1816
C 3.0908 3.0756 -3.8822
C 2.3118 2.4365 -2.9315
C -1.6533 -2.4973 -0.1470
C -2.4277 -3.6244 0.0547
C -3.0353 -3.8306 1.2848
C -2.8262 -2.9187 2.3036
C -2.0354 -1.8137 2.0467
N -1.4973 -1.5889 0.8482
H -0.4775 -2.6952 -3.4228
H -2.0561 -3.3166 -2.9066
H -0.5714 -4.1000 -2.3512
H 1.0584 -0.0640 -4.8427
H 2.4372 1.0867 -6.5463
H 3.7458 3.0896 -5.9243
H 3.6674 3.9488 -3.6077
H 2.2654 2.8034 -1.9152
H -2.5397 -4.3386 -0.7491
H -3.6610 -4.6982 1.4481
H -3.2625 -3.0572 3.2823
H -1.8238 -1.0793 2.8124
C -4.2333 1.7506 5.5403
C -3.4321 2.9490 5.0052
C -4.3959 4.0588 4.5592
C -2.5446 3.4842 6.1288
C -2.6160 2.4694 3.8125
C -1.2274 2.4771 3.7816
C -0.5464 1.8913 2.7237
N -1.1855 1.3038 1.7109
C -2.5260 1.3630 1.6782
C -3.2592 1.9400 2.6890
C -3.1169 0.7983 0.4441
C -4.4393 0.4413 0.3103
C -4.9210 -0.0501 -0.9039
C -4.0296 -0.0577 -1.9737
C -2.7079 0.2835 -1.7705
N -2.2376 0.6567 -0.5739
C -6.3554 -0.5378 -1.0298
C -6.5351 -1.4232 -2.2674
C -7.2786 0.6856 -1.1438
C -6.7397 -1.3563 0.2129
H -4.8028 2.0518 6.4209
H -3.5665 0.9357 5.8311
H -4.9383 1.3709 4.7980
H -4.9596 4.4226 5.4193
H -5.1120 3.7034 3.8158
H -3.8480 4.8990 4.1288
H -3.1688 3.7406 6.9852
H -2.0103 4.3867 5.8247
H -1.8200 2.7394 6.4637
H -0.6479 2.9231 4.5766
H 0.5334 1.8687 2.6873
H -4.3372 1.9759 2.6082
H -5.0957 0.5257 1.1647
H -4.3411 -0.3388 -2.9688
H -1.9896 0.2596 -2.5808
H -6.4765 -0.8485 -3.1930
H -7.5177 -1.8935 -2.2374
H -5.7865 -2.2186 -2.3009
H -7.0170 1.2968 -2.0093
H -7.2176 1.3123 -0.2516
H -8.3120 0.3546 -1.2571
H -6.0174 -2.1560 0.3965
H -7.7177 -1.8125 0.0590
H -6.8086 -0.7387 1.1094
C 3.3691 4.0637 6.4500
C 3.6239 4.0063 4.9636
C 3.8614 5.1862 4.2736
C 4.0732 5.1703 2.9036
C 4.0667 3.9677 2.2264
C 3.8505 2.7665 2.9040
N 3.8058 1.6036 2.1043
C 4.1373 0.3010 2.4593
C 5.3032 0.0705 3.1965
C 5.7071 -1.2146 3.4981
C 4.9704 -2.3099 3.0559
C 3.8191 -2.0927 2.3272
C 3.3804 -0.8003 2.0298
C 2.0550 -0.6576 1.3708
O 1.5085 -1.6157 0.7960
O 1.4401 0.4616 1.4321
C 3.5997 2.7762 4.2839
C 3.2287 1.5253 5.0421
H 3.5262 5.0739 6.8243
H 4.0325 3.3905 6.9959
H 2.3435 3.7740 6.6935
H 3.8704 6.1263 4.8121
H 4.2582 6.0934 2.3689
H 4.2515 3.9324 1.1589
H 3.2605 1.6995 1.2667
H 5.8925 0.9247 3.5081
H 6.6141 -1.3678 4.0700
H 5.2928 -3.3172 3.2829
H 3.2161 -2.9241 1.9872
H 4.1001 1.0484 5.4988
H 2.7596 0.7867 4.3951
H 2.5301 1.7598 5.8455
```

These are the Löwdin partial charges, in e, on atoms 1 to 99:
1. Ir 1.530
2. C 0.001
3. C -0.254
4. N -0.164
5. N 0.108
6. C -0.404
7. O -0.136
8. C -0.151
9. C -0.025
10. C -0.069
11. C -0.070
12. C -0.065
13. C -0.014
14. C -0.183
15. C 0.018
16. C -0.028
17. C -0.025
18. C -0.077
19. N -0.039
20. H 0.076
21. H 0.089
22. H 0.101
23. H 0.107
24. H 0.107
25. H 0.108
26. H 0.108
27. H 0.114
28. H 0.121
29. H 0.121
30. H 0.118
31. H 0.125
32. C -0.035
33. C -0.556
34. C -0.034
35. C -0.057
36. C -0.131
37. C 0.044
38. C -0.044
39. N -0.018
40. C -0.209
41. C 0.055
42. C -0.185
43. C 0.061
44. C -0.128
45. C 0.036
46. C -0.061
47. N -0.001
48. C -0.552
49. C -0.052
50. C -0.026
51. C -0.039
52. H 0.093
53. H 0.094
54. H 0.079
55. H 0.094
56. H 0.079
57. H 0.096
58. H 0.093
59. H 0.095
60. H 0.089
61. H 0.114
62. H 0.110
63. H 0.118
64. H 0.120
65. H 0.121
66. H 0.125
67. H 0.088
68. H 0.092
69. H 0.091
70. H 0.095
71. H 0.088
72. H 0.096
73. H 0.088
74. H 0.093
75. H 0.079
76. C -0.051
77. C -0.234
78. C -0.061
79. C -0.084
80. C -0.032
81. C -0.201
82. N 0.095
83. C -0.218
84. C -0.029
85. C -0.069
86. C -0.081
87. C -0.021
88. C -0.079
89. C -0.592
90. O -0.023
91. O -0.149
92. C -0.161
93. C -0.029
94. H 0.076
95. H 0.087
96. H 0.075
97. H 0.107
98. H 0.104
99. H 0.111

- What is the charge in the first record?
  +1

- The lowest total energy belongs to which entry?
  C47H50Cl6CoN6O2SSb